(1)
ORCA calculation (the ωB97M-V functional and the def2-TZVPD basis) on C27H41BrN5O2PTl as an isolated structure.

- Energy relative to the best compared isomer or geometry (same formula, charge and spin): 0.0 kcal/mol
- LUMO: -10.8113 eV
- HOMO-LUMO gap: 5.997 eV
- Strongest force on any atom: 0.97 eV/Å
- Charge: +3

Geometry (Å):
Tl -0.673 -0.405 -0.350
N -1.586 1.371 -1.994
C -2.013 0.744 -3.243
C -0.929 -0.203 -3.769
N -0.624 -1.282 -2.833
C -1.397 -2.516 -2.956
C -2.659 -2.566 -2.086
N -2.321 -2.338 -0.685
H -2.375 1.603 -1.399
H -1.028 2.201 -2.164
H -2.206 1.485 -4.021
H -2.932 0.190 -3.066
H -0.028 0.383 -3.930
H -1.254 -0.595 -4.736
H 0.364 -1.498 -2.832
H -0.754 -3.341 -2.649
H -1.703 -2.691 -3.991
H -3.109 -3.548 -2.250
H -3.383 -1.816 -2.397
H -1.848 -3.138 -0.277
H -3.138 -2.117 -0.128
C -4.836 0.070 0.236
O -3.520 0.605 0.408
C -3.475 1.594 1.435
C -2.207 2.419 1.314
O -1.030 1.678 1.625
C -0.766 1.637 3.029
H -5.554 0.866 0.030
H -5.169 -0.466 1.130
H -4.810 -0.608 -0.615
H -3.528 1.108 2.415
H -4.336 2.264 1.343
H -2.295 3.290 1.968
H -2.079 2.766 0.288
H -0.750 2.649 3.440
H 0.218 1.191 3.155
H -1.511 1.049 3.571
Br 1.648 -1.253 2.156
C -0.069 -1.589 2.886
C -0.173 -1.967 4.214
C -1.446 -2.148 4.734
C -2.549 -1.950 3.914
C -2.335 -1.597 2.596
N -1.112 -1.417 2.084
H 0.713 -2.103 4.815
H -1.571 -2.439 5.769
H -3.555 -2.070 4.291
H -3.164 -1.446 1.915
N 1.242 -4.014 -0.389
C 0.830 -2.948 -0.556
H 1.631 -4.927 -0.222
C 2.071 0.977 -2.706
P 2.035 0.711 -0.906
C 3.316 -0.467 -0.522
C 4.166 -0.237 0.570
C 5.219 -1.102 0.803
C 5.391 -2.225 0.000
C 4.534 -2.468 -1.070
C 3.490 -1.601 -1.327
C 2.419 2.304 -0.168
C 3.660 2.852 -0.522
C 3.984 4.119 -0.070
C 3.099 4.828 0.733
C 1.884 4.267 1.100
C 1.537 3.004 0.645
H 3.052 1.378 -2.968
H 1.313 1.709 -2.977
H 1.919 0.051 -3.258
H 4.018 0.630 1.202
H 5.904 -0.903 1.616
H 6.191 -2.921 0.218
H 4.689 -3.333 -1.701
H 2.819 -1.797 -2.155
H 4.361 2.296 -1.133
H 4.934 4.552 -0.354
H 3.359 5.822 1.072
H 1.207 4.821 1.737
H 0.587 2.563 0.918

Here are the Löwdin charges for atoms 1 to 8, given in e: 0.949 0.000 -0.193 -0.178 -0.115 -0.180 -0.195 0.013

---

(2)
ORCA calculation (the ωB97M-V functional and the def2-TZVPD basis) on a 2-piece molecular cluster, CH2ClFO2 overall in a non-equilibrium geometry.

- Energy relative to the best compared isomer or geometry (same formula, charge and spin): 14.4 kcal/mol
- Structure (SMILES): O=C(F)Cl.O
- LUMO: 0.3462 eV
- HOMO-LUMO gap: 12.055 eV
- Strongest force on any atom: 3.44 eV/Å

Geometry (Å):
C -1.480 0.305 0.269
O -1.909 -0.682 0.674
O 1.510 -0.514 -0.511
F -1.708 0.760 -1.026
Cl -0.247 1.308 0.980
H 1.499 -0.275 0.412
H 2.336 -0.904 -0.796

What are the Löwdin partial charges on each atom? They are as follows, in elementary charge units: -0.856 0.152 -0.087 0.013 0.773 -0.031 0.037